{"formula": "C28H63BI2NO2", "method": "ωB97M-V with the def2-TZVPD basis set", "lumo_ev": -2.948, "e_homo_ha": -0.4403, "orbital_gap_ev": 9.0336, "max_force_ha_per_bohr": 0.014, "charge": 1, "total_energy_ha": -1929.9859, "spin_multiplicity": 1, "elements": ["C", "C", "O", "B", "O", "C", "C", "C", "C", "C", "C", "I", "C", "C", "I", "N", "H", "H", "H", "H", "H", "H", "H", "H", "H", "H", "H", "H", "H", "H", "H", "H", "H", "H", "H", "H", "H", "C", "C", "C", "C", "C", "C", "H", "H", "H", "H", "H", "H", "H", "H", "H", "H", "H", "H", "H", "H", "C", "C", "C", "C", "C", "C", "H", "H", "H", "H", "H", "H", "H", "H", "H", "H", "H", "H", "H", "H", "C", "C", "C", "C", "C", "C", "H", "H", "H", "H", "H", "H", "H", "H", "H", "H", "H", "H", "H", "H"], "coordinates": [[2.78369, 6.32759, 6.95634], [3.05561, 5.06317, 7.74277], [3.99570, 4.21091, 7.08070], [3.85933, 3.81110, 5.79375], [4.70198, 4.28009, 4.82499], [2.86779, 2.56951, 5.41302], [2.85497, 1.46260, 6.46828], [1.77786, 0.45161, 6.08411], [0.38263, 1.04643, 6.33798], [0.39400, 2.57050, 6.14540], [-0.93547, 3.25490, 5.75272], [-1.03160, 5.20022, 6.66701], [-2.21407, 2.46709, 5.99839], [-3.41188, 3.07894, 5.27302], [-2.65907, 2.26824, 8.08144], [1.40628, 2.91106, 5.06868], [2.23645, 7.03142, 7.58529], [3.71584, 6.79964, 6.64816], [2.15253, 6.15103, 6.07946], [3.49452, 5.30718, 8.70764], [2.12459, 4.52004, 7.94746], [4.33400, 4.65153, 4.01001], [3.26291, 2.13435, 4.49211], [3.84290, 1.00284, 6.48758], [2.66091, 1.88028, 7.45820], [1.88439, -0.49718, 6.60558], [1.88615, 0.23460, 5.01431], [0.08704, 0.87492, 7.37175], [-0.33372, 0.55225, 5.68225], [0.77083, 3.03188, 7.05407], [-0.90983, 3.51456, 4.69078], [-2.08320, 1.44649, 5.64806], [-3.09069, 3.55137, 4.34059], [-3.91390, 3.83565, 5.87277], [-4.13461, 2.30377, 5.02586], [1.13556, 2.32555, 4.27492], [1.28417, 3.88617, 4.79192], [-2.19790, -0.88077, 0.10176], [-1.24817, 0.17256, -0.45831], [0.12525, 0.17790, 0.21160], [0.09664, 0.47889, 1.71101], [-0.56121, 1.80893, 2.07677], [0.15276, 3.02814, 1.50085], [-2.41871, -0.71769, 1.15882], [-3.14615, -0.86772, -0.43559], [-1.77122, -1.88012, -0.00208], [-1.70984, 1.16181, -0.38204], [-1.10528, -0.00630, -1.52651], [0.77121, 0.89861, -0.29673], [0.59672, -0.79825, 0.06865], [1.12886, 0.47208, 2.08627], [-0.41960, -0.32828, 2.23737], [-0.57315, 1.89347, 3.17449], [-1.60820, 1.81439, 1.76783], [1.19986, 3.06089, 1.82474], [-0.32971, 3.95579, 1.81736], [0.15311, 3.02411, 0.41199], [-5.07061, -1.77959, -6.68058], [-5.12642, -1.82841, -5.15750], [-4.02482, -1.01394, -4.48068], [-2.60056, -1.47330, -4.79956], [-2.30366, -2.93270, -4.45836], [-2.45389, -3.24786, -2.97447], [-4.13953, -2.19888, -7.06502], [-5.88993, -2.34755, -7.12188], [-5.14667, -0.75105, -7.04002], [-5.07989, -2.86869, -4.82319], [-6.09424, -1.44773, -4.82155], [-4.18262, -1.03463, -3.39796], [-4.12537, 0.03467, -4.77870], [-1.89844, -0.83340, -4.25286], [-2.39088, -1.30685, -5.85942], [-1.28114, -3.15641, -4.77056], [-2.94885, -3.59538, -5.04120], [-1.79206, -2.61045, -2.38183], [-2.19759, -4.28642, -2.76163], [-3.47549, -3.08510, -2.62680], [1.31421, -2.48896, -6.48184], [1.14333, -4.00416, -6.46170], [2.44246, -4.76736, -6.20884], [3.52647, -4.55731, -7.26819], [3.10693, -4.91416, -8.69355], [2.72121, -6.37929, -8.86694], [1.98312, -2.16802, -7.28157], [0.35736, -1.98690, -6.63609], [1.72941, -2.13202, -5.53581], [0.69449, -4.33370, -7.40264], [0.43007, -4.27116, -5.67767], [2.21585, -5.83329, -6.12383], [2.84575, -4.46787, -5.23568], [4.39860, -5.15946, -6.99462], [3.86284, -3.51704, -7.24688], [3.93556, -4.67971, -9.36632], [2.27510, -4.27767, -9.00861], [3.54838, -7.03492, -8.58619], [2.46103, -6.59721, -9.90315], [1.86066, -6.64692, -8.25166]], "forces_ev_per_a": [[-0.11, 0.09, 0.11], [0.01, 0.00, 0.23], [-0.03, 0.04, -0.26], [-0.07, -0.10, 0.00], [-0.30, 0.65, 0.05], [0.00, 0.08, 0.00], [-0.15, -0.03, -0.12], [-0.02, 0.14, -0.09], [0.27, 0.06, -0.13], [-0.14, 0.10, 0.19], [0.07, -0.08, 0.16], [0.14, 0.20, -0.23], [-0.24, 0.26, -0.18], [-0.02, 0.04, -0.01], [0.02, -0.30, 0.13], [0.01, -0.37, 0.12], [0.00, 0.01, -0.01], [0.00, -0.03, -0.01], [0.11, -0.06, -0.06], [0.06, -0.04, -0.02], [0.02, -0.02, -0.05], [0.29, -0.57, 0.12], [-0.09, 0.05, -0.07], [0.02, 0.06, 0.05], [0.15, -0.05, 0.05], [0.00, 0.04, 0.05], [0.03, -0.16, 0.05], [-0.14, -0.09, -0.05], [-0.06, 0.05, 0.05], [0.05, -0.03, 0.01], [-0.07, -0.21, -0.03], [0.10, 0.02, 0.02], [-0.01, -0.07, -0.03], [0.05, 0.04, -0.03], [-0.05, 0.02, 0.08], [0.03, 0.28, -0.22], [0.06, 0.01, 0.00], [0.00, 0.05, -0.04], [0.00, -0.04, 0.01], [0.01, 0.01, -0.01], [0.01, -0.02, 0.03], [0.19, 0.03, 0.06], [-0.05, 0.06, 0.12], [0.00, 0.01, 0.00], [-0.01, -0.03, 0.01], [-0.01, -0.01, 0.03], [0.02, 0.01, -0.02], [-0.02, 0.01, -0.01], [0.01, 0.01, 0.01], [-0.01, 0.00, -0.01], [0.00, 0.02, 0.00], [0.00, -0.01, -0.01], [-0.16, -0.06, 0.00], [-0.01, -0.02, 0.03], [0.02, -0.01, -0.06], [0.02, 0.01, -0.01], [0.01, -0.03, 0.00], [-0.01, -0.02, 0.02], [-0.01, 0.02, -0.02], [0.01, 0.01, 0.01], [0.00, 0.01, -0.01], [0.01, 0.03, 0.03], [0.02, -0.01, -0.03], [0.00, 0.00, 0.00], [-0.01, 0.01, 0.00], [0.02, 0.00, 0.00], [0.00, 0.00, 0.02], [-0.01, -0.01, 0.00], [0.01, 0.00, 0.00], [-0.01, 0.00, 0.00], [0.01, -0.01, 0.00], [-0.01, 0.01, 0.00], [0.00, -0.02, 0.00], [0.00, 0.02, -0.02], [-0.02, 0.00, 0.02], [0.01, 0.00, 0.00], [0.00, 0.00, 0.01], [-0.03, -0.02, -0.01], [0.00, 0.01, 0.03], [0.02, 0.01, -0.01], [0.00, 0.01, 0.01], [0.01, -0.02, 0.00], [-0.01, 0.02, -0.01], [0.00, 0.00, 0.00], [0.00, 0.00, 0.01], [0.02, 0.00, -0.01], [-0.01, -0.01, 0.00], [-0.01, -0.03, -0.02], [0.01, 0.00, -0.01], [-0.01, 0.00, 0.00], [0.00, 0.00, -0.01], [-0.01, 0.00, 0.01], [-0.01, 0.00, -0.01], [0.01, 0.01, 0.00], [-0.01, 0.00, 0.02], [0.01, 0.00, 0.00], [0.00, 0.00, 0.00]]}